{"formula": "C5H11NO", "method": "the ωB97M-V functional and the def2-TZVPD basis", "symbols": ["O", "N", "C", "C", "C", "C", "C", "H", "H", "H", "H", "H", "H", "H", "H", "H", "H", "H"], "xyz": [[-1.418511, 1.125182, -1.050988], [0.347458, 0.202132, 0.008990], [0.725353, -0.480873, -1.224168], [-1.212662, 1.651586, 1.273027], [-0.138690, -1.704035, -1.517531], [1.120056, -0.109029, 1.192679], [-0.780095, 0.975803, -0.017543], [-0.172384, -2.380801, -0.655912], [-1.157808, -1.386511, -1.752782], [0.259704, -2.261144, -2.372418], [2.180203, 0.116074, 1.022613], [0.785250, 0.481612, 2.045250], [-2.102969, 2.238083, 1.045399], [-1.458009, 0.919680, 2.050261], [1.036064, -1.171580, 1.459040], [-0.437425, 2.317257, 1.666876], [0.645903, 0.233991, -2.047668], [1.778560, -0.767425, -1.125124]], "forces_ev_per_angstrom": [[0.2, 0.0, 0.2], [-0.2, 0.1, -0.1], [0.1, 0.0, -0.1], [0.0, 0.0, 0.0], [-0.1, 0.0, 0.0], [0.0, 0.0, 0.1], [0.1, 0.0, 0.0], [0.0, 0.1, -0.1], [0.1, -0.1, 0.1], [-0.1, 0.1, 0.1], [-0.1, 0.0, 0.0], [0.0, -0.1, -0.1], [0.1, -0.1, 0.0], [0.0, 0.1, -0.1], [0.0, 0.1, 0.0], [-0.1, -0.1, -0.1], [0.0, -0.1, 0.1], [-0.1, 0.1, 0.0]], "homo_lumo_gap_ha": 0.3691, "lumo_ev": 0.892, "smiles": "CCN(C)C(C)=O", "de_lowest_kcal_mol": 7.9, "fmax_ev_per_a": 0.28, "total_energy_ev": -8901.3551}


{"formula": "C5H11NO", "method": "the ωB97M-V functional and the def2-TZVPD basis", "symbols": ["O", "N", "C", "C", "C", "C", "C", "H", "H", "H", "H", "H", "H", "H", "H", "H", "H", "H"], "xyz": [[1.681586, -0.590263, -1.052627], [0.759658, -1.168816, 0.866323], [-1.594382, -0.606444, -1.202750], [0.217415, 0.768368, -0.075683], [1.579047, -1.413482, -0.108742], [-1.234271, 0.415302, -0.129697], [0.764884, 1.529096, 1.085917], [0.702383, -1.855656, 1.614261], [0.517976, 2.590586, 0.927526], [2.191081, -2.329786, -0.130233], [-1.728994, 1.374342, -0.369416], [-1.218598, -0.298333, -2.183905], [0.348296, 1.190824, 2.035829], [0.577141, 1.146418, -1.025109], [1.853779, 1.449458, 1.117966], [-2.680414, -0.725138, -1.271128], [-1.587945, 0.096045, 0.854312], [-1.148635, -1.572524, -0.952845]], "forces_ev_per_angstrom": [[-0.1, -0.1, 0.2], [0.1, 0.0, -0.2], [0.0, 0.0, 0.0], [-0.2, 0.3, 0.0], [-0.1, 0.0, 0.1], [0.1, 0.0, 0.1], [0.0, -0.1, 0.0], [0.0, 0.1, -0.1], [0.0, -0.1, 0.0], [-0.1, 0.1, 0.0], [0.1, -0.1, 0.0], [0.0, 0.0, 0.1], [0.1, 0.0, -0.1], [0.0, -0.1, 0.1], [-0.1, 0.0, 0.0], [0.2, 0.0, 0.0], [0.1, 0.0, -0.1], [-0.1, 0.1, -0.1]], "homo_lumo_gap_ha": [0.3470, 0.3470], "lumo_ev": [0.367, 0.367], "de_lowest_kcal_mol": 73.9, "fmax_ev_per_a": 0.35, "total_energy_ev": -8898.4928}


{"formula": "C5H11NO", "method": "the ωB97M-V functional and the def2-TZVPD basis", "symbols": ["O", "N", "C", "C", "C", "C", "C", "H", "H", "H", "H", "H", "H", "H", "H", "H", "H", "H"], "xyz": [[0.151037, -2.060322, -2.301068], [-0.767935, 1.634926, 0.601675], [0.052294, 0.549736, 0.279988], [-0.982959, -0.978532, 1.999552], [0.927379, 0.705218, -0.893364], [1.163499, 1.869585, -1.497553], [-0.004785, -0.628372, 0.907771], [0.433377, -2.013134, -1.382679], [-0.511345, -2.761642, -2.345578], [-0.947031, -2.048923, 2.199794], [-2.009028, -0.805618, 1.671533], [0.367337, 2.581326, -1.640183], [-0.702425, -0.464817, 2.914477], [1.603423, -0.133022, -1.005292], [-0.266528, 2.503027, 0.473670], [0.717054, -1.396878, 0.655374], [2.061932, 1.908070, -2.096213], [-1.285295, 1.539376, 1.458101]], "forces_ev_per_angstrom": [[0.0, -0.2, -0.2], [0.3, -0.3, -0.5], [-0.9, -0.3, -0.8], [0.5, -0.3, -0.5], [0.8, 0.6, 1.7], [-0.1, -1.2, -0.9], [-0.1, -0.5, 0.3], [-0.2, 0.0, 0.0], [0.2, 0.2, 0.1], [0.2, 0.0, 0.1], [-0.1, 0.4, 0.3], [0.2, 0.7, 0.5], [-0.5, 0.2, 0.3], [0.3, 0.1, -0.1], [-0.4, 0.1, 0.3], [0.0, 0.0, -0.3], [-0.2, 0.3, -0.5], [0.1, 0.2, 0.1]], "homo_lumo_gap_ha": 0.3258, "lumo_ev": 0.846, "smiles": "C=C/C(N)=C/C.O", "de_lowest_kcal_mol": 48.8, "fmax_ev_per_a": 1.99, "total_energy_ev": -8899.5830}


{"formula": "C5H11NO", "method": "the ωB97M-V functional and the def2-TZVPD basis", "symbols": ["O", "N", "C", "C", "C", "C", "C", "H", "H", "H", "H", "H", "H", "H", "H", "H", "H", "H"], "xyz": [[0.112785, -1.724567, 1.781995], [-0.963149, 0.387562, 1.945855], [-0.472110, -0.703471, 1.834817], [-0.064922, -0.682936, -1.634553], [-2.201374, 1.045625, 1.625036], [2.185992, -0.250287, -0.554110], [0.866969, 0.361814, -1.022047], [-1.041484, -0.258367, -1.896055], [-2.276006, 1.226958, 0.547338], [2.820469, 0.492129, -0.057983], [2.003203, -1.064986, 0.155904], [0.371438, 0.846875, -0.172131], [0.369036, -1.104624, -2.549019], [1.063132, 1.156346, -1.753408], [2.748359, -0.664047, -1.399590], [-3.056192, 0.443002, 1.946024], [-0.229152, -1.514449, -0.937968], [-2.236992, 2.007424, 2.139894]], "forces_ev_per_angstrom": [[-0.4, 0.7, 0.1], [0.3, -0.6, 0.0], [0.1, -0.1, 0.1], [0.0, 0.0, 0.0], [-0.2, 0.1, -0.1], [0.1, 0.0, 0.0], [0.0, 0.1, 0.0], [0.1, -0.1, 0.0], [0.0, 0.0, 0.2], [-0.1, -0.1, -0.1], [0.0, 0.1, -0.1], [0.1, -0.1, -0.2], [-0.1, 0.0, 0.1], [0.0, -0.1, 0.1], [-0.1, 0.1, 0.1], [0.1, 0.1, -0.1], [0.0, 0.1, -0.1], [0.0, -0.2, -0.1]], "homo_lumo_gap_ha": 0.4085, "lumo_ev": 0.761, "smiles": "CN=C=O.CCC", "de_lowest_kcal_mol": 19.9, "fmax_ev_per_a": 0.79, "total_energy_ev": -8900.8343}


{"formula": "C5H11NO", "method": "the ωB97M-V functional and the def2-TZVPD basis", "symbols": ["O", "N", "C", "C", "C", "C", "C", "H", "H", "H", "H", "H", "H", "H", "H", "H", "H", "H"], "xyz": [[0.878277, 2.090993, -1.568740], [-1.446171, 0.163140, 1.722867], [-0.484990, -0.623965, -0.339378], [0.922709, 0.730198, -1.896057], [-0.297002, -1.821442, 1.922667], [0.981168, -0.189959, -0.676300], [-0.780581, -0.776748, 1.103747], [1.746497, 2.501118, -1.571536], [1.600657, -1.039593, -0.868705], [-0.395490, -2.821925, 1.498226], [-1.424417, 0.147192, 2.732429], [-0.738492, -1.581825, -0.777493], [1.725611, 0.506461, -2.602539], [-1.242186, 0.083978, -0.688968], [-2.266039, 0.513585, 1.240398], [0.322537, -1.861881, 2.809861], [0.050714, 0.500259, -2.504667], [1.229338, 0.347297, 0.243299]], "forces_ev_per_angstrom": [[-0.5, 0.3, 0.2], [-0.5, -0.1, 0.1], [-1.5, -1.0, -0.2], [0.6, -0.1, -0.7], [1.0, -1.8, -0.7], [-1.8, 0.7, 0.8], [1.2, 0.4, 0.9], [0.1, -0.2, 0.0], [0.4, -0.5, 0.2], [0.1, 0.2, -0.2], [-0.6, 0.1, 0.1], [0.1, -0.3, -0.5], [0.4, 0.0, 0.3], [0.4, 0.2, -0.4], [0.3, 1.0, 0.1], [-0.4, 0.8, 0.3], [-0.4, 0.1, 0.2], [1.0, 0.2, -0.5]], "homo_lumo_gap_ha": [0.3435, 0.2793], "total_charge": 1, "lumo_ev": [-4.624, -6.374], "de_lowest_kcal_mol": 39.5, "fmax_ev_per_a": 2.18, "multiplicity": 2, "total_energy_ev": -8891.6233}


{"formula": "C5H11NO", "method": "the ωB97M-V functional and the def2-TZVPD basis", "symbols": ["O", "N", "C", "C", "C", "C", "C", "H", "H", "H", "H", "H", "H", "H", "H", "H", "H", "H"], "xyz": [[0.554199, 1.787291, -1.881092], [0.042918, -0.190131, 0.127545], [-0.825299, -0.765646, 1.156187], [0.051725, -0.933707, 2.486699], [-0.107646, 1.175922, -1.020045], [-1.177832, 0.117031, -1.038206], [1.350474, -0.807205, -0.332812], [1.143316, -1.869843, -0.582398], [-1.465769, 0.030884, 1.541844], [-0.596374, -1.450411, 3.186054], [0.389503, 0.020367, 2.905349], [-2.099206, 0.703447, -0.876830], [-1.006704, -0.647095, -1.799861], [1.613830, -0.196940, -1.198222], [2.053279, -0.855850, 0.483086], [-0.502606, 1.749376, -0.190673], [-1.260324, -1.761856, 1.090846], [0.876518, -1.643069, 2.380341]], "forces_ev_per_angstrom": [[0.3, -2.0, 1.2], [-1.6, -0.3, -2.1], [2.9, 1.0, 4.7], [-0.4, -0.5, -0.7], [-2.4, 2.3, 0.2], [4.2, -0.2, -1.5], [-2.6, -1.5, -0.5], [0.3, 0.6, -0.3], [-0.7, -0.4, -0.8], [-0.2, 0.3, 0.4], [-0.1, -0.3, -0.2], [0.0, -1.6, 0.8], [-0.9, 0.3, -0.1], [0.8, -0.6, 0.2], [0.2, 0.7, 0.2], [0.3, 1.6, 0.2], [-0.3, 0.3, -1.4], [0.1, 0.3, -0.3]], "homo_lumo_gap_ha": [0.4027, 0.2522], "total_charge": 1, "lumo_ev": [-4.060, -8.177], "de_lowest_kcal_mol": 131.3, "fmax_ev_per_a": 5.63, "multiplicity": 2, "total_energy_ev": -8887.6447}